Record 1
C56H181N9O30 | ωB97M-V with the def2-TZVPD basis set

Each line ends with the Mulliken charge.
Atoms and positions in Å:
1 C -21.57 6.58 23.11  -1.129
2 H -13.90 1.59 20.00  0.009
3 C -19.79 7.31 17.58  -0.852
4 H -23.46 9.67 15.87  0.323
5 H -18.48 4.85 27.35  0.052
6 C -12.95 1.11 19.77  0.822
7 H -12.19 1.87 19.59  -0.032
8 C -22.82 2.48 24.29  0.191
9 H -17.72 1.43 24.14  0.605
10 H -13.79 7.18 26.73  0.561
11 H -13.95 11.77 28.05  0.424
12 C -23.67 2.76 23.05  -1.060
13 H -14.81 1.43 23.15  -0.122
14 C -18.60 0.61 18.51  -0.863
15 H -12.83 10.40 28.49  0.347
16 H -12.18 8.68 17.21  0.189
17 H -19.66 4.02 19.80  0.181
18 H -18.23 8.91 25.34  -0.864
19 H -16.91 1.34 16.02  0.024
20 O -14.42 1.38 14.78  -0.441
21 C -16.72 2.03 15.20  -0.299
22 H -9.09 5.16 20.32  0.216
23 C -13.01 6.04 16.67  1.853
24 H -13.29 1.10 17.89  0.368
25 H -15.14 6.25 22.82  0.105
26 H -20.52 5.06 25.05  0.205
27 H -12.37 13.25 21.40  0.414
28 N -20.10 7.59 21.37  -0.309
29 H -10.62 12.15 22.00  0.295
30 H -13.25 -0.56 27.44  0.326
31 H -23.23 2.21 22.22  0.287
32 O -15.14 5.02 17.40  1.176
33 H -16.91 0.25 19.84  0.345
34 H -18.12 5.18 24.60  -0.134
35 H -15.67 11.37 20.39  0.400
36 H -12.50 6.41 23.07  -0.186
37 H -22.50 6.76 22.57  0.354
38 O -22.85 1.10 24.75  -0.548
39 H -11.68 -0.33 20.85  0.380
40 H -15.33 1.88 25.49  0.246
41 C -20.93 6.03 25.35  0.277
42 O -11.09 9.30 19.88  -0.809
43 H -16.96 10.83 26.43  -0.163
44 C -19.52 8.40 28.18  0.651
45 C -20.01 11.90 20.42  -0.897
46 H -10.03 2.34 21.83  0.230
47 H -9.98 1.32 17.61  0.432
48 C -17.25 5.72 24.25  0.293
49 H -21.77 9.37 22.36  0.397
50 O -16.27 1.68 25.46  -0.280
51 H -6.27 0.74 17.99  0.472
52 H -12.03 1.45 27.68  0.575
53 H -14.78 6.31 19.05  -1.135
54 H -16.39 7.18 22.26  -0.350
55 H -21.23 9.18 24.10  0.387
56 O -15.80 9.92 25.03  -0.142
57 H -15.40 -0.08 23.67  0.392
58 C -11.55 3.04 14.13  -0.713
59 H -21.80 2.70 23.96  -0.042
60 H -12.80 3.72 23.82  0.383
61 N -16.35 9.06 19.16  0.131
62 H -12.65 0.60 21.95  -0.033
63 H -23.11 3.07 25.16  0.263
64 H -24.58 9.28 16.99  0.261
65 H -20.34 12.62 21.17  0.238
66 H -17.37 6.80 24.37  -0.285
67 H -20.15 3.32 27.45  0.171
68 H -11.36 8.50 20.33  0.232
69 H -11.88 13.18 18.90  0.307
70 H -19.14 2.58 26.60  -0.019
71 O -13.86 2.63 25.20  -0.189
72 O -12.46 9.53 17.56  -0.643
73 H -19.08 7.64 16.82  0.513
74 H -10.05 0.84 22.83  0.070
75 C -12.92 8.49 23.04  0.006
76 H -11.72 4.04 14.52  0.046
77 H -16.02 0.55 13.74  0.452
78 N -12.37 7.15 15.94  -0.528
79 H -19.68 10.29 29.20  0.397
80 H -21.49 5.99 26.29  0.318
81 C -16.67 1.72 24.13  0.050
82 H -11.01 7.41 22.78  0.476
83 C -21.86 7.46 16.14  -0.958
84 C -20.96 6.54 16.98  0.723
85 H -12.80 5.14 16.08  -0.951
86 H -16.84 11.67 24.93  0.430
87 H -17.28 5.13 31.97  0.293
88 H -15.02 9.93 21.28  0.246
89 N -20.38 5.42 16.20  -0.715
90 C -14.85 7.14 26.97  -0.412
91 H -15.71 5.90 31.64  0.336
92 H -23.72 3.82 22.79  0.230
93 H -16.73 2.62 28.31  -0.489
94 H -14.05 9.30 15.64  0.286
95 H -14.18 3.44 17.08  -1.074
96 H -16.38 5.43 24.84  -0.370
97 H -9.63 2.85 15.16  0.450
98 H -13.55 4.71 25.04  0.435
99 O -18.07 5.53 27.87  0.240
100 H -16.83 4.20 18.12  0.542
101 C -17.65 2.00 30.10  -1.765
102 O -9.07 0.65 21.01  -0.378
103 C -23.87 8.77 16.34  -0.828
104 H -11.18 9.99 20.54  0.336
105 H -20.94 7.71 20.81  0.229
106 H -19.04 9.73 19.35  0.374
107 H -20.56 8.12 27.99  0.375
108 H -10.91 1.34 25.39  0.428
109 O -14.83 11.02 17.60  -0.667
110 H -22.40 6.80 15.46  0.429
111 H -17.47 1.89 31.17  0.303
112 H -12.80 7.13 15.02  0.354
113 H -12.37 0.57 24.81  0.223
114 H -20.16 8.19 18.10  0.163
115 C -16.53 5.04 17.50  -1.478
116 C -10.65 2.49 15.29  -0.305
117 H -11.01 3.14 13.19  0.418
118 H -14.56 11.57 30.36  0.272
119 C -16.68 5.66 31.22  -0.855
120 H -11.19 6.04 17.96  0.741
121 C -13.70 3.82 24.44  -0.634
122 H -21.33 5.55 22.85  0.419
123 H -17.13 4.89 16.60  0.418
124 C -15.62 5.67 20.76  2.072
125 O -18.99 1.54 17.57  -0.388
126 H -14.06 10.55 17.93  0.218
127 C -14.99 4.24 20.72  -1.194
128 C -15.71 3.73 30.00  -1.179
129 O -12.17 7.09 21.22  0.447
130 H -16.12 0.77 22.26  0.014
131 H -13.88 3.01 27.30  -0.215
132 H -13.28 -0.72 20.90  0.444
133 C -12.14 12.33 20.85  0.105
134 H -15.40 3.41 30.99  0.547
135 C -16.03 6.15 22.20  -0.041
136 O -18.89 11.14 20.91  -0.305
137 H -10.77 11.92 19.12  0.239
138 H -19.61 12.48 19.59  0.394
139 H -14.11 0.53 14.45  0.252
140 C -12.07 7.29 22.58  -0.206
141 C -8.18 1.27 20.05  -0.514
142 H -14.87 7.06 17.24  0.280
143 O -19.07 7.79 29.37  -0.618
144 H -15.67 10.50 30.72  0.275
145 H -11.42 -0.23 25.98  0.435
146 O -21.89 6.55 24.49  -0.499
147 O -13.69 2.63 16.98  0.701
148 H -10.42 13.46 19.86  0.418
149 C -14.56 6.15 16.73  -1.496
150 H -7.15 1.35 20.39  0.497
151 H -21.20 4.82 16.12  0.363
152 O -9.86 4.70 20.01  -0.511
153 H -18.01 11.10 19.09  0.974
154 H -12.64 6.62 18.77  -0.244
155 C -12.27 5.93 18.01  -0.916
156 C -13.25 2.68 26.48  -0.478
157 H -13.97 8.39 22.77  -0.423
158 H -14.78 1.36 29.95  0.334
159 N -13.63 0.33 27.15  -0.626
160 H -19.43 2.25 18.04  0.327
161 H -14.58 3.97 23.82  -0.333
162 H -18.56 2.59 29.97  0.258
163 C -18.31 10.37 19.84  -1.292
164 H -11.90 9.66 18.32  0.385
165 H -16.18 11.09 21.90  0.586
166 C -12.62 1.32 26.78  0.444
167 H -14.58 11.94 17.62  0.274
168 H -17.22 1.93 19.65  -0.339
169 H -13.83 10.33 27.06  0.141
170 H -15.87 9.82 18.70  0.215
171 C -11.23 12.75 19.66  -1.069
172 C -18.10 9.84 24.80  1.370
173 C -7.26 1.05 17.65  -1.638
174 H -19.05 7.97 27.31  -0.501
175 H -14.97 6.23 15.72  0.620
176 H -12.63 9.45 22.62  -0.001
177 C -15.90 10.51 21.01  -1.869
178 H -19.61 7.52 23.42  -1.701
179 H -11.91 2.80 16.70  0.138
180 H -10.65 1.41 15.16  0.336
181 C -20.51 7.63 22.82  3.275
182 H -18.57 -0.35 17.99  0.337
183 H -21.65 6.20 17.74  0.210
184 O -17.01 5.34 22.92  0.857
185 H -10.20 0.70 19.01  -0.041
186 C -20.97 9.09 23.04  -1.730
187 H -18.62 6.98 29.11  0.245
188 C -13.80 10.69 28.08  -1.491
189 H -19.23 6.01 21.16  0.027
190 H -13.04 11.82 20.52  -0.147
191 C -14.94 10.18 28.90  1.409
192 C -15.74 0.87 23.27  -0.508
193 H -15.26 7.48 19.91  -0.468
194 O -10.96 2.89 16.63  -0.377
195 H -17.83 9.65 23.76  -0.782
196 H -17.54 5.06 28.52  0.329
197 O -19.01 5.09 21.01  0.111
198 O -17.81 0.12 26.86  -0.629
199 H -12.44 4.96 18.48  -0.444
200 O -16.59 4.85 29.97  -0.466
201 H -19.52 10.47 27.43  0.331
202 H -13.05 6.79 20.99  -0.345
203 H -17.64 2.19 14.63  0.512
204 H -18.27 4.92 21.59  -0.054
205 C -11.78 0.77 25.70  -1.738
206 H -19.86 4.89 16.89  0.143
207 H -16.33 2.94 15.67  -0.424
208 C -14.95 8.66 28.78  -0.903
209 C -19.21 9.90 28.30  -0.999
210 H -18.73 0.37 26.69  0.332
211 H -17.97 1.02 29.74  0.478
212 H -15.82 3.56 20.92  0.340
213 H -20.15 6.76 25.55  -0.442
214 H -14.06 2.22 16.20  0.530
215 C -15.71 1.48 14.21  -0.511
216 H -16.57 5.67 20.24  -0.488
217 C -8.30 0.52 18.66  0.461
218 H -13.99 8.20 29.02  0.492
219 H -17.02 8.70 18.50  -0.053
220 O -15.40 8.34 27.47  0.553
221 H -17.30 0.76 26.36  0.266
222 H -24.42 8.12 15.66  0.317
223 H -20.98 3.94 19.06  0.179
224 H -19.64 8.47 21.17  -0.422
225 H -16.88 5.95 17.99  -0.110
226 N -9.70 0.51 18.15  -0.566
227 H -19.31 0.60 19.34  0.371
228 H -14.45 4.03 19.81  -0.172
229 O -11.32 11.58 21.68  -0.557
230 H -24.70 2.50 23.30  0.407
231 H -17.25 6.54 30.94  0.218
232 H -14.14 -0.01 26.34  -0.013
233 N -14.77 10.58 30.27  -0.827
234 H -16.54 1.10 18.28  -0.183
235 H -19.33 6.64 18.32  -0.287
236 C -17.24 0.99 19.10  0.523
237 H -15.09 1.23 28.36  0.061
238 N -14.76 6.61 20.02  1.499
239 C -17.02 9.68 20.28  2.273
240 H -15.23 7.13 25.95  -0.514
241 H -18.15 10.13 28.39  -0.043
242 H -12.45 2.47 13.90  0.076
243 C -16.90 10.66 25.36  -0.496
244 H -8.61 1.82 22.72  0.496
245 C -12.65 0.17 20.96  -1.344
246 H -16.57 2.78 23.88  -0.431
247 O -22.82 8.04 17.02  -0.269
248 H -8.09 -0.53 18.86  0.332
249 C -9.47 1.46 22.15  -0.572
250 H -20.82 11.23 20.11  0.268
251 H -7.28 2.13 17.47  0.288
252 O -14.98 9.44 15.45  -0.709
253 H -12.41 3.37 26.45  0.870
254 H -15.59 2.17 13.38  0.264
255 H -7.55 0.61 16.70  0.407
256 H -20.13 9.76 22.86  0.297
257 O -13.17 0.41 18.55  -0.734
258 H -15.87 10.70 28.70  -0.122
259 H -15.61 8.18 29.51  -0.239
260 H -8.48 2.31 19.93  0.068
261 H -14.79 3.96 29.45  0.201
262 O -20.09 3.59 19.06  -0.574
263 H -15.66 9.21 25.66  -0.002
264 H -21.25 8.09 15.50  0.390
265 H -17.27 8.91 21.00  -1.591
266 H -12.88 8.54 24.13  0.296
267 H -19.02 10.43 24.91  0.596
268 H -11.40 6.96 15.74  0.268
269 H -15.27 10.06 16.11  0.377
270 H -15.16 6.22 27.47  0.160
271 H -23.76 0.82 24.90  0.295
272 O -19.39 3.46 26.89  -0.158
273 C -16.38 2.49 29.33  1.986
274 N -15.52 1.34 29.27  -0.579
275 H -10.60 5.17 20.40  0.195
276 H -14.36 4.02 21.58  -0.034

***

Record 2
C56H39BF9N2O36S | ωB97M-V with the def2-TZVPD basis set

Each line ends with the Mulliken charge.
Atoms and positions in Å:
1 H 8.02 13.41 0.36  0.248
2 C 5.60 9.86 3.59  -0.820
3 C -2.45 -9.16 -6.81  0.245
4 C -0.75 0.42 -0.27  -0.354
5 O 2.99 1.44 1.66  -0.522
6 F -5.38 0.01 0.19  -0.245
7 C -11.08 -9.62 3.13  1.062
8 H 2.05 -0.97 -0.51  0.235
9 H -6.29 -8.29 -9.48  0.356
10 O -9.27 -3.83 -9.90  -0.623
11 C -6.07 -6.55 -0.85  -1.043
12 B 2.61 0.56 2.63  0.624
13 C -2.59 -0.36 2.68  0.500
14 H -9.42 -6.16 1.20  0.276
15 H -2.14 -7.52 -8.13  0.471
16 O 8.50 -3.89 0.96  -0.567
17 H 5.90 -3.37 1.17  0.438
18 H 5.88 12.96 3.70  0.341
19 C -7.30 -4.05 -8.68  0.476
20 C 3.49 5.92 6.91  0.106
21 H -4.01 -5.61 -4.70  0.343
22 F -3.17 0.03 3.80  -0.214
23 C -8.60 -9.38 3.02  -1.121
24 H -7.75 -3.52 0.46  0.364
25 H -10.51 -11.52 4.21  0.371
26 C 4.15 6.35 5.62  0.924
27 C -7.27 -6.73 -9.59  0.220
28 O 8.10 14.04 -0.39  -0.541
29 H 9.08 0.13 3.00  0.472
30 C 11.99 13.38 -1.67  0.326
31 C 6.91 10.55 1.08  -0.793
32 H 5.12 9.54 4.50  0.579
33 C -3.60 -7.39 -4.93  0.144
34 F -1.98 -1.54 2.89  -0.275
35 F -2.97 -1.12 0.49  -0.262
36 O -2.90 -10.84 -5.25  -0.622
37 O 4.59 3.05 4.11  -0.430
38 C 6.64 9.27 1.35  -0.010
39 O 3.19 6.91 7.73  -0.596
40 S -1.16 0.82 2.42  1.105
41 F -4.52 2.21 2.75  -0.200
42 N 1.19 -0.55 -0.19  0.033
43 O 3.36 2.43 6.33  -0.637
44 H -9.06 -6.35 -10.68  0.433
45 F -5.94 0.57 2.91  -0.223
46 H 2.74 4.31 8.08  0.467
47 H 1.18 -1.09 3.05  0.440
48 C -6.06 -4.17 0.04  0.215
49 H -5.50 -4.43 -7.61  0.513
50 C 4.54 5.33 4.66  -0.766
51 H 6.65 7.45 0.99  0.350
52 C 1.74 -0.72 2.19  -1.128
53 O 6.49 0.66 3.20  -0.553
54 C -9.67 -10.09 3.41  0.373
55 C -6.81 -5.42 -0.33  0.978
56 H -7.58 -9.71 3.21  0.429
57 C 6.08 -1.45 2.16  0.888
58 C 7.93 -2.83 1.49  0.385
59 O -9.59 -11.23 4.06  -0.574
60 C -3.98 -5.22 -0.56  1.268
61 H -1.67 0.88 -0.57  0.672
62 O 5.58 12.14 4.14  -0.598
63 O -1.62 2.12 2.13  -0.591
64 C -2.51 -7.88 -7.17  -0.978
65 O 4.33 7.54 5.46  -0.494
66 O 4.89 -1.21 2.28  -0.328
67 O -6.83 -3.18 0.48  -0.509
68 C 11.16 14.45 -2.34  1.118
69 H 7.41 10.86 0.17  0.408
70 O 9.65 12.25 0.73  -0.553
71 O -10.31 -6.50 1.41  -0.530
72 H 13.28 13.92 -2.88  0.374
73 O 2.95 0.74 3.95  -0.551
74 C 9.33 13.92 -0.87  0.516
75 O -3.98 -7.44 -1.42  -0.550
76 C 3.22 4.63 7.17  -1.088
77 C 11.52 12.64 -0.65  -1.122
78 H -6.62 -7.44 -1.13  0.503
79 C 10.17 12.86 -0.18  1.014
80 H 9.21 15.41 -2.38  0.440
81 C -3.63 -0.60 1.55  0.761
82 C 9.80 14.66 -1.88  -1.003
83 O 5.74 7.65 2.77  -0.543
84 O 13.21 13.25 -2.17  -0.572
85 F -6.22 2.11 1.41  -0.233
86 H 3.49 7.73 7.29  0.365
87 C -4.73 -4.09 -0.06  -0.763
88 O 11.69 15.07 -3.24  -0.624
89 C -6.28 -4.80 -8.25  -1.066
90 O -7.86 -7.44 1.90  -0.507
91 H -8.28 -2.49 -8.81  0.367
92 N -0.34 0.26 1.05  0.271
93 H 0.23 -0.11 -2.11  0.450
94 F -4.46 -1.53 2.03  -0.286
95 C -6.20 -6.19 -8.67  1.006
96 H 9.46 -3.77 1.05  0.374
97 C -8.78 -8.14 2.30  0.971
98 H -2.04 -10.95 -7.07  0.381
99 C -4.74 -6.46 -0.96  0.177
100 C -8.38 -4.59 -9.59  0.968
101 O -0.32 0.61 3.54  -0.621
102 C -2.98 -9.65 -5.48  0.995
103 O -2.77 -5.24 -0.68  -0.708
104 H -3.06 -7.11 -1.39  0.380
105 O -7.10 -7.99 -9.93  -0.589
106 O 10.09 -2.08 1.94  -0.591
107 H 2.81 2.36 1.91  0.287
108 O -7.46 -2.78 -8.36  -0.590
109 C 4.28 4.05 4.93  0.260
110 C -10.20 -7.66 2.04  0.424
111 C -3.09 -6.91 -6.27  1.052
112 C 6.53 11.57 2.03  1.143
113 C 8.91 -1.81 2.04  1.049
114 H 2.46 -1.47 1.85  0.497
115 C 7.05 -0.42 2.68  0.095
116 O 6.95 8.26 0.54  -0.608
117 C 3.58 3.62 6.20  1.075
118 O -3.20 -5.72 -6.50  -0.716
119 H -4.18 -3.20 0.20  0.366
120 C -11.26 -8.37 2.44  -0.942
121 H 2.18 0.97 4.49  0.261
122 H -3.91 -9.03 -3.61  0.528
123 C 5.87 11.14 3.32  0.340
124 H 4.31 2.22 4.55  0.189
125 C 5.96 8.84 2.62  0.918
126 C -8.29 -5.97 -10.02  -0.944
127 H -12.28 -8.04 2.25  0.442
128 H 5.03 5.66 3.75  0.677
129 O -5.32 -6.96 -8.33  -0.508
130 C 8.38 -0.60 2.63  -0.816
131 H 12.11 11.88 -0.17  0.434
132 O -4.10 -6.42 -4.17  -0.390
133 H 5.53 0.55 3.13  0.334
134 C 6.60 -2.65 1.55  -1.218
135 O -11.98 -10.35 3.51  -0.619
136 C -5.32 1.39 2.07  0.572
137 O -8.02 -5.40 -0.18  -0.789
138 O -1.94 -10.12 -7.57  -0.587
139 C -3.55 -8.68 -4.56  -0.865
140 O 6.71 12.76 1.88  -0.768
141 F -3.73 1.42 0.31  -0.232
142 C 0.20 -0.08 -1.03  -0.964
143 C 0.88 -0.36 1.07  0.731
144 C -4.50 0.58 1.03  0.490

- energy relative to the best compared isomer or geometry (same formula, charge and spin) (kJ/mol) = 0.00
- charge = +1

***

Record-wise LUMO energy values, in eV: 0.31; -3.52